Molecular formula: C48H96O11P
Method: DFT, ωB97M-V/def2-TZVPD

Its spin multiplicity is 1. As for the charge: -1. The total energy comes out at -83140.3041 eV. The HOMO-LUMO gap comes out at 0.2083 Ha. The LUMO energy comes out at 1.986 eV. As for the HOMO energy: -3.68 eV. The calculation puts the largest force on an atom at 1.1 eV/A.

Geometry (Å):
C1 8.47911 -5.45395 -0.06022
C2 8.22943 -4.14021 0.63682
O1 9.02589 -3.58454 1.35018
O2 6.99706 -3.67971 0.38222
C3 6.59557 -2.50093 1.11566
C4 7.16015 -1.21051 0.51683
C5 6.06068 -0.22604 0.11275
C6 5.33682 0.41003 1.31665
C7 3.81060 0.35264 1.17931
C8 3.04993 1.46712 1.89408
C9 1.68215 1.69398 1.27109
C10 0.78655 0.49179 0.99482
O3 -0.23595 1.07231 0.21296
P1 -0.76684 2.54912 1.11591
C11 -2.46501 2.32474 0.26433
C12 -3.25160 1.15812 0.85252
C13 -4.26009 0.48778 -0.09547
C14 -3.52339 -0.26940 -1.20311
C15 -5.12612 -0.51652 0.69182
C16 -6.58415 -0.63712 0.18189
C17 -7.52313 -0.67507 1.36403
C18 -8.42623 -1.64343 1.53043
C19 -9.14322 -2.27021 0.35450
C20 -8.78445 -2.19666 2.89115
O4 0.86325 2.61011 1.92811
H1 8.16438 -5.42211 -1.10104
H2 7.91745 -6.23392 0.45372
H3 9.53623 -5.69433 0.00768
H4 5.50715 -2.50440 1.06988
H5 6.88346 -2.62419 2.15905
H6 7.81654 -0.73939 1.25165
H7 7.75419 -1.45466 -0.36627
H8 5.31994 -0.78312 -0.47134
H9 6.49976 0.53177 -0.53432
H10 5.62186 -0.17146 2.20181
H11 5.65908 1.44353 1.44767
H12 3.56618 0.44222 0.11384
H13 3.43179 -0.62336 1.49121
H14 3.61796 2.39861 1.80428
H15 2.95267 1.25947 2.96714
H16 1.87954 2.09569 0.25343
H17 1.24401 -0.32565 0.42530
H18 0.33980 0.09886 1.91499
H19 -0.24055 3.35651 0.03528
H20 -1.23496 3.72548 1.79056
H21 -1.18150 1.73062 2.23861
H22 -2.22643 2.07996 -0.77395
H23 -3.03893 3.25609 0.30181
H24 -3.81065 1.51142 1.72907
H25 -2.56342 0.38431 1.21071
H26 -4.91128 1.25574 -0.52787
H27 -4.23309 -0.85788 -1.79825
H28 -2.82704 -0.97770 -0.74947
H29 -2.98081 0.38976 -1.87874
H30 -4.64745 -1.49952 0.66942
H31 -5.13729 -0.21161 1.74118
H32 -6.69812 -1.57664 -0.35855
H33 -6.78144 0.20316 -0.48988
H34 -7.44365 0.12091 2.10152
H35 -9.29183 -1.53716 -0.43699
H36 -10.12319 -2.61510 0.68935
H37 -8.62993 -3.13033 -0.09143
H38 -9.72981 -1.81186 3.29122
H39 -7.99406 -1.97804 3.60538
H40 -8.87440 -3.28114 2.79996
C21 7.34599 -2.72892 -4.49268
C22 8.77930 -2.23235 -4.67673
C23 8.76537 -0.95209 -3.84937
O5 7.83930 -1.17200 -2.78931
C24 7.07451 -2.35217 -3.04157
H41 7.22179 -3.79492 -4.67905
H42 6.67253 -2.18494 -5.15818
H43 9.48394 -2.95081 -4.25166
H44 9.05524 -2.05827 -5.71607
H45 8.42528 -0.09901 -4.44784
H46 9.74021 -0.70714 -3.42328
H47 7.40374 -3.14075 -2.35625
H48 6.02416 -2.14113 -2.83920
C25 9.81268 3.10613 -1.79063
C26 10.39209 1.95479 -0.96991
C27 9.47660 1.95436 0.24861
O6 8.20608 2.40909 -0.20992
C28 8.32007 2.94525 -1.52557
H49 10.05806 3.05711 -2.85116
H50 10.16793 4.06296 -1.40127
H51 10.28761 1.01539 -1.51766
H52 11.44176 2.08321 -0.70765
H53 9.84166 2.64083 1.02115
H54 9.36061 0.96485 0.69211
H55 7.86780 2.24173 -2.23446
H56 7.76849 3.88482 -1.57308
C29 -8.91426 4.00261 0.30891
C30 -9.53389 2.62058 0.10332
C31 -8.69591 2.07671 -1.04639
O7 -7.40100 2.66161 -0.90786
C32 -7.43788 3.71601 0.05113
H57 -9.09251 4.42293 1.29832
H58 -9.30146 4.70293 -0.43533
H59 -9.38760 2.00915 0.99706
H60 -10.59909 2.64097 -0.12593
H61 -9.11065 2.36854 -2.01694
H62 -8.59656 0.99196 -1.03427
H63 -6.93197 3.38393 0.96427
H64 -6.89564 4.57483 -0.34630
C33 -8.25290 -1.24954 -5.49842
C34 -7.00846 -0.38893 -5.27973
C35 -7.56416 0.74525 -4.42785
O8 -8.62377 0.17662 -3.65679
C36 -8.95245 -1.11847 -4.15022
H65 -8.03169 -2.28431 -5.75770
H66 -8.87191 -0.82291 -6.29133
H67 -6.25800 -0.94912 -4.71860
H68 -6.55040 -0.03508 -6.20232
H69 -7.97227 1.54761 -5.05327
H70 -6.82785 1.17696 -3.74924
H71 -8.58540 -1.87149 -3.44322
H72 -10.03830 -1.20827 -4.21622
C37 0.44758 8.02915 1.28273
C38 -0.67341 8.14247 2.31559
C39 -1.66361 7.09759 1.80437
O9 -0.88809 6.09243 1.17904
C40 0.45358 6.52678 1.00632
H73 1.41120 8.39713 1.63545
H74 0.18013 8.58241 0.37855
H75 -0.30013 7.85605 3.30139
H76 -1.10972 9.13913 2.39145
H77 -2.35368 7.53358 1.06942
H78 -2.25474 6.64317 2.60230
H79 1.09075 5.98713 1.71483
H80 0.77968 6.27294 -0.00297
C41 0.03009 -5.16921 -0.10134
C42 -1.14071 -5.96316 -0.67838
C43 -2.26031 -5.60221 0.29168
O10 -1.98971 -4.28184 0.74469
C44 -0.66312 -3.89516 0.36479
H81 0.82563 -4.97322 -0.81902
H82 0.46113 -5.70197 0.75011
H83 -1.37883 -5.60285 -1.68160
H84 -0.96202 -7.03700 -0.73461
H85 -2.26703 -6.28256 1.15262
H86 -3.24951 -5.62285 -0.16972
H87 -0.72988 -3.16019 -0.44303
H88 -0.16976 -3.42246 1.21498
C45 0.93771 -3.28570 5.11327
C46 2.40863 -2.88682 5.01678
C47 2.51687 -2.47398 3.55361
O11 1.24389 -1.95385 3.18334
C48 0.28454 -2.25720 4.19784
H89 0.54001 -3.25749 6.12728
H90 0.79288 -4.29402 4.71710
H91 2.60630 -2.03021 5.66476
H92 3.10314 -3.68372 5.28261
H93 2.74875 -3.33734 2.91597
H94 3.27503 -1.70749 3.38393
H95 0.04831 -1.33471 4.73774
H96 -0.62753 -2.62393 3.72486

Forces on the atoms, in the same order (eV/Å):
0.15 0.05 0.12
-0.04 0.06 -0.11
-0.06 -0.03 0.03
0.04 -0.20 0.10
-0.02 0.27 0.13
-0.11 0.11 -0.01
0.00 -0.25 0.14
-0.18 -0.58 -0.10
-0.03 0.48 -0.34
-0.14 -0.05 0.54
0.12 0.01 -0.65
-0.41 0.17 -0.50
-0.03 -0.02 0.73
-1.00 0.13 -0.07
0.46 -0.47 -0.11
-0.38 0.28 -0.06
0.35 -0.32 0.28
-0.42 -0.02 -0.17
-0.11 0.28 -0.07
-0.22 0.45 0.05
-0.11 0.00 -0.51
-0.28 -0.12 0.16
0.53 -0.42 -0.06
-0.44 0.66 -0.05
0.00 0.11 -0.15
-0.08 0.02 0.01
-0.10 0.00 -0.06
0.02 0.03 -0.03
-0.01 -0.07 -0.12
0.09 -0.09 -0.03
0.12 -0.01 -0.10
0.08 -0.04 0.11
0.05 0.06 -0.15
-0.11 0.08 -0.01
0.07 0.33 0.20
0.10 -0.03 0.10
0.00 -0.03 -0.01
0.02 -0.05 -0.07
-0.01 0.03 0.07
-0.01 -0.03 -0.01
0.21 -0.15 0.01
0.13 0.02 0.09
0.37 -0.14 0.15
0.06 -0.04 0.01
0.41 0.00 0.32
0.04 -0.25 -0.15
-0.04 0.23 -0.07
0.00 0.01 -0.06
0.08 -0.04 0.06
0.07 0.05 -0.01
0.01 -0.01 -0.02
0.00 0.05 -0.07
0.13 0.08 -0.02
0.10 -0.01 0.05
0.00 -0.01 0.08
-0.06 0.02 0.01
-0.11 0.12 -0.26
0.04 -0.08 -0.05
0.80 -0.52 0.52
0.01 -0.01 -0.04
-0.03 -0.02 -0.02
-0.02 -0.06 0.08
-0.06 -0.13 -0.02
-0.04 0.00 0.07
-0.01 -0.01 0.07
-0.01 0.06 -0.03
0.01 -0.04 0.03
-0.04 0.00 -0.05
0.05 0.06 0.00
0.01 -0.04 0.00
0.02 0.00 0.00
-0.01 0.00 0.01
0.01 0.01 0.01
-0.02 0.00 0.00
0.02 0.00 -0.02
-0.01 0.00 0.02
-0.03 -0.01 0.00
0.01 0.02 0.02
0.01 0.02 0.04
-0.01 -0.04 -0.05
0.03 0.02 -0.01
-0.03 0.05 0.07
0.00 -0.09 -0.07
0.00 -0.02 0.00
-0.01 0.00 0.00
-0.01 -0.01 0.02
0.00 0.02 0.00
0.03 -0.01 -0.01
-0.03 0.00 0.00
0.01 0.01 -0.02
-0.01 0.00 0.02
-0.01 0.00 -0.05
0.08 -0.01 0.09
-0.08 0.09 -0.04
0.01 -0.02 -0.06
-0.01 -0.03 0.08
0.00 -0.01 0.01
0.01 0.00 0.00
0.00 -0.02 -0.01
0.00 0.02 -0.01
-0.05 -0.04 0.01
-0.04 0.02 -0.03
0.00 0.02 0.01
0.02 -0.02 -0.01
-0.01 0.04 -0.03
0.01 -0.06 0.04
0.06 0.03 -0.01
-0.14 0.00 0.03
0.11 -0.04 0.00
0.02 0.00 0.01
-0.01 0.00 0.01
0.01 0.02 0.01
-0.01 0.00 -0.01
0.01 -0.01 -0.01
-0.02 0.00 0.03
-0.01 -0.02 -0.01
0.00 0.02 0.00
-0.04 -0.01 -0.03
0.02 -0.01 0.03
0.09 0.05 0.00
-0.15 0.15 -0.19
0.07 -0.02 0.11
-0.01 0.00 0.02
0.00 -0.01 -0.01
-0.01 -0.01 0.00
0.01 0.01 -0.02
-0.01 0.04 0.03
0.00 -0.02 -0.01
0.02 0.00 -0.02
-0.03 -0.02 0.00
-0.03 -0.04 0.05
0.01 0.03 -0.05
0.03 0.00 0.03
0.02 -0.05 0.05
0.02 0.11 -0.03
-0.01 0.01 -0.01
0.00 0.01 0.00
-0.01 0.01 0.00
0.01 0.00 0.01
-0.01 -0.03 -0.02
-0.01 0.01 0.01
0.03 0.02 0.01
-0.03 0.03 0.00
0.03 -0.04 -0.05
-0.01 0.04 0.04
0.00 -0.01 -0.04
0.09 -0.26 0.08
-0.05 0.12 0.00
0.01 0.02 0.00
0.00 0.00 -0.01
0.01 0.01 -0.01
-0.01 -0.01 -0.01
0.04 0.00 0.02
-0.01 0.01 0.00
-0.04 -0.02 0.02
0.00 0.04 -0.03